80
Properties=species:S:1:pos:R:3:forces:R:3 method="wB97M-V/def2-TZVPD" multiplicity=2 total_charge=+1 total_energy_ha=-2028.103396 relative_energy_kcal_mol=0.00 homo_energy_ev="-9.7 / -10.8"
Re 0.2534 -0.4869 0.2202 -2.0 -0.5 -1.1
C -4.6252 -0.2031 -0.5180 0.0 0.1 -0.1
O -4.1684 -0.9434 0.6350 0.0 -0.1 0.2
C -2.8434 -1.0407 0.5199 -0.6 0.4 -0.7
N -2.2801 -0.3847 -0.4300 0.7 -0.2 0.1
C -3.3411 0.4131 -1.0891 0.0 0.2 0.1
C -3.2769 0.4683 -2.5962 0.2 0.0 0.0
C -2.0465 0.5133 -3.2464 -0.1 0.1 0.0
C -1.9871 0.6560 -4.6263 0.0 0.0 0.0
C -3.1548 0.7536 -5.3687 0.0 0.0 0.0
C -4.3816 0.7205 -4.7245 -0.1 0.0 0.0
C -4.4428 0.5850 -3.3451 0.0 -0.1 0.0
C -2.1533 -1.8952 1.4715 0.3 -0.2 0.2
C -2.7835 -2.7067 2.3667 -0.3 0.0 0.0
C -2.0059 -3.5049 3.2380 0.0 -0.1 0.1
C -0.6431 -3.4492 3.1790 0.1 0.0 0.1
C -0.0377 -2.5847 2.2479 -0.5 -0.1 0.3
N -0.8052 -1.8138 1.4068 0.3 0.1 -0.2
C 1.3169 -2.3421 2.0504 1.0 0.2 -0.3
N 1.6655 -1.5149 1.0422 1.1 0.1 0.7
C 3.1460 -1.4190 0.9882 0.0 -0.1 0.0
C 3.5293 -2.1071 2.3112 0.0 0.1 -0.1
O 2.3385 -2.8351 2.7395 -0.3 -0.1 -0.1
C 3.6621 -0.0052 0.8690 0.0 -0.1 0.2
C 3.1609 0.9919 1.7032 0.1 0.0 0.0
C 3.6300 2.2906 1.5975 -0.1 0.1 0.1
C 4.6121 2.5999 0.6634 0.0 0.0 0.0
C 5.1205 1.6070 -0.1589 0.0 0.0 0.0
C 4.6455 0.3054 -0.0560 0.0 0.0 -0.1
H -5.3525 0.5271 -0.1797 0.0 0.0 0.0
H -5.0915 -0.9056 -1.2065 0.0 -0.1 0.0
H -3.2392 1.4386 -0.7167 0.1 0.0 0.0
H -1.1361 0.4740 -2.6590 0.0 0.0 0.0
H -1.0281 0.7048 -5.1274 0.0 0.0 0.0
H -3.1080 0.8660 -6.4446 0.0 0.0 0.0
H -5.2980 0.8073 -5.2960 0.0 0.0 0.0
H -5.4125 0.5791 -2.8582 0.0 0.0 0.0
H -3.8647 -2.7310 2.3975 0.1 0.0 0.0
H -2.4935 -4.1571 3.9510 0.0 0.0 -0.1
H -0.0227 -4.0449 3.8360 0.0 0.0 0.0
H 3.4877 -2.0042 0.1308 0.1 0.0 0.0
H 3.7567 -1.3747 3.0823 0.0 0.0 0.1
H 4.3417 -2.8183 2.2160 0.0 -0.1 0.0
H 2.3911 0.7599 2.4310 0.0 0.0 0.0
H 3.2292 3.0656 2.2435 0.0 -0.1 -0.1
H 4.9770 3.6156 0.5776 0.0 0.0 0.0
H 5.8774 1.8444 -0.8963 0.0 0.0 0.0
H 5.0223 -0.4597 -0.7248 0.0 0.0 0.0
C 0.5469 -1.7941 -3.7976 -0.1 0.0 -0.1
C 1.1523 -1.9591 -2.4231 0.2 -0.1 0.2
C 1.9305 -3.2538 -2.2860 0.0 -0.1 0.1
O 0.0999 -1.9664 -1.3886 -0.3 -0.1 -0.1
C 2.0455 -0.7390 -2.1290 0.0 0.0 -0.2
O 3.0436 -0.6032 -2.8016 -0.1 0.1 0.2
O 1.6238 0.0776 -1.2069 -0.1 -0.2 -0.3
H -0.2392 -2.5361 -3.9687 0.0 0.0 0.0
H 1.3303 -1.9474 -4.5370 0.0 0.0 0.0
H 0.1455 -0.7937 -3.9338 0.0 -0.1 0.0
H 1.3908 -4.0790 -2.7557 0.0 0.0 0.1
H 2.0890 -3.4984 -1.2312 0.0 0.0 -0.1
H 2.8958 -3.1369 -2.7749 0.0 0.0 0.0
H -0.7814 -2.1119 -1.7601 0.1 0.1 -0.1
C -0.2786 0.6959 3.8792 0.0 0.0 0.0
C -0.3562 2.0178 3.1702 0.0 0.0 -0.3
C -0.5722 3.1986 3.8614 0.0 0.1 0.1
C -0.6658 4.4116 3.1935 0.0 0.0 0.0
C -0.5410 4.4699 1.8130 0.0 0.1 0.0
C -0.3252 3.3201 1.0707 0.1 -0.3 0.1
C -0.1635 3.3397 -0.4220 0.0 0.0 0.0
C -0.2352 2.1005 1.7695 -0.2 0.6 0.3
N -0.0110 0.9540 1.0509 0.3 0.3 0.6
H -0.1123 0.8435 4.9458 0.0 0.0 0.0
H 0.5286 0.0743 3.4864 0.0 0.0 0.0
H -1.2092 0.1315 3.7580 0.0 0.0 0.0
H -0.6670 3.1677 4.9415 0.0 0.0 -0.1
H -0.8334 5.3214 3.7560 0.0 0.0 0.0
H -0.6051 5.4251 1.3040 0.0 -0.1 0.0
H -0.1598 4.3622 -0.7974 0.0 0.0 0.0
H -0.9760 2.7974 -0.9157 0.0 0.0 0.0
H 0.7696 2.8554 -0.7178 0.0 0.0 0.0